Record 1
A 6-piece molecular cluster, C8H27N4O9 overall at a distorted geometry, computed with ωB97M-V/def2-TZVPD.

Last column: Löwdin charge in e.
CARTESIAN COORDINATES (ANGSTROEM)
O: 1.21756 1.65177 -1.73388  -0.72
H: 0.85996 0.78356 -2.00382  -0.25
C: 2.95881 0.06771 4.20704  -0.26
C: 2.05094 0.49940 5.42650  -0.21
O: 0.71037 -0.07487 5.53851  -0.09
O: 2.15682 -0.37993 3.16676  -0.05
H: 3.58637 -0.76083 4.53535  0.11
H: 3.57111 0.95267 4.03375  0.11
H: 1.88108 1.55721 5.22582  0.09
H: 2.57587 0.61467 6.37479  0.10
H: 0.06589 0.61198 5.72419  0.07
H: 1.78014 0.31995 2.62836  0.10
C: -4.13031 4.80079 2.36630  -0.28
C: -2.96297 4.02232 1.78093  -0.26
O: -3.17509 3.64434 0.44693  -0.06
O: -4.35021 6.03989 1.79564  -0.06
H: -3.99095 4.86373 3.44552  0.11
H: -5.12010 4.34512 2.33846  0.11
H: -2.79183 3.10114 2.33792  0.12
H: -2.07666 4.65592 1.81396  0.12
H: -2.29217 3.52142 0.09064  0.10
H: -4.24660 6.03395 0.84126  0.09
C: -1.95004 0.09557 -6.26900  -0.28
C: -3.25768 -0.00762 -5.48137  -0.22
O: -4.41779 0.09719 -6.29141  -0.10
O: -1.52070 1.37874 -6.40613  -0.05
H: -1.91153 -0.28633 -7.28918  0.12
H: -1.12452 -0.46998 -5.83683  0.12
H: -3.48308 0.68954 -4.67436  0.13
H: -3.31646 -1.04426 -5.14966  0.11
H: -5.15803 -0.25840 -5.79421  0.08
H: -2.32023 1.90443 -6.32857  0.09
C: 6.63605 -0.83927 -2.98280  -0.82
O: 6.24300 -0.09144 -3.83323  0.06
N: 5.95805 -1.23554 -1.95062  0.16
N: 7.79757 -1.45339 -3.01469  0.14
H: 6.40649 -1.96512 -1.41516  0.10
H: 4.97123 -1.02450 -1.99261  0.14
H: 7.75789 -2.13988 -2.27492  0.09
H: 8.31578 -1.37519 -3.87808  0.12
C: -2.13949 -5.66515 2.45226  -0.81
O: -2.85154 -6.59371 2.14799  0.03
N: -1.60053 -5.60543 3.62943  0.15
N: -1.61788 -4.83194 1.59528  0.16
H: -0.95807 -4.86551 3.87411  0.11
H: -1.81559 -6.24295 4.38268  0.12
H: -2.01781 -4.91058 0.67117  0.12
H: -0.90305 -4.13102 1.72880  0.12

Atomic forces in eV per Å
O -0.294 -0.547 0.101
H 0.197 0.523 0.139
C -1.469 -0.452 2.050
C -1.147 1.978 -0.643
O 1.592 -0.682 -0.005
O 0.316 -0.422 -0.624
H 0.115 -0.067 -0.334
H 0.181 -0.104 -0.463
H -0.222 0.327 -0.270
H 0.173 -1.057 0.269
H 0.339 0.157 -0.082
H 0.104 0.281 0.003
C -0.637 -1.196 0.112
C -0.345 -0.126 0.341
O -0.337 0.349 -0.580
O 0.430 1.981 0.011
H 0.512 0.671 0.076
H 0.151 -1.235 -0.409
H 0.067 0.097 0.573
H 0.118 0.116 0.398
H 0.029 -0.254 -0.542
H 0.094 -0.468 -0.051
C 0.210 -0.995 -0.030
C -0.539 -1.999 -0.317
O -0.571 0.502 -1.541
O 0.288 2.704 0.159
H -1.348 -0.825 -0.174
H -0.241 -0.079 0.861
H 1.384 0.078 0.355
H 0.490 -0.030 0.826
H 0.043 0.077 -0.014
H 0.297 0.587 -0.150
C -0.268 1.070 -2.249
O -0.598 1.475 -1.368
N -2.496 -0.524 2.906
N 2.524 -0.758 0.120
H -1.404 0.238 0.462
H 0.024 -0.241 0.696
H 1.969 -0.567 -1.186
H 0.251 -0.631 0.579
C 0.234 -2.502 -0.362
O -1.936 -0.766 -0.771
N 1.919 0.942 4.937
N 0.337 2.504 -3.583
H -0.208 -0.125 -0.034
H -0.262 0.046 -0.596
H 0.267 0.205 0.098
H -0.334 -0.255 0.307

Properties
- Kohn-Sham gap: 4.529 eV
- Total charge: -1
- LUMO: 2.158 eV
- E_HOMO: -2.37 eV

Record 2
A 7-piece molecular cluster, C22H48N2O14 overall at a distorted geometry, computed with ωB97M-V/def2-TZVPD.

Last column: Löwdin charge in e.
CARTESIAN COORDINATES (ANGSTROEM)
C: -15.27291 -11.10223 -0.38993  0.07
N: -16.05754 -11.97146 -1.28753  -0.46
O: -15.54714 -12.88156 -1.83420  0.10
O: -17.21790 -11.72392 -1.41021  0.04
H: -14.21500 -11.24257 -0.53874  0.10
H: -15.65505 -11.37861 0.62693  0.10
H: -15.70431 -10.11732 -0.56179  0.09
C: -18.95326 -10.24830 1.01739  0.08
N: -18.02652 -9.56176 2.00412  -0.38
O: -18.36104 -8.49084 2.44619  0.05
O: -16.92709 -10.06874 2.20915  0.03
H: -18.50372 -11.14497 0.66737  0.05
H: -18.96023 -9.55288 0.13869  0.10
H: -19.91611 -10.39441 1.53224  0.10
O: -20.51392 -6.78617 -1.34959  0.09
C: -20.20561 -6.26488 -0.29915  -0.46
C: -18.85374 -5.72786 0.08501  -0.09
C: -18.92569 -5.43200 1.60396  -0.13
C: -20.48133 -5.24322 1.77250  -0.12
O: -21.10246 -5.96475 0.67342  0.01
H: -18.04816 -6.42838 -0.26556  0.10
H: -18.65997 -4.80691 -0.43925  0.12
H: -18.68691 -6.38769 2.13415  0.09
H: -18.26840 -4.57210 1.79846  0.11
H: -20.83669 -5.64557 2.73836  0.12
H: -20.78101 -4.18709 1.60496  0.13
O: -17.39159 -8.16374 -1.40166  0.06
C: -17.76284 -8.56325 -2.48741  -0.44
C: -19.02523 -9.26209 -2.87082  -0.10
C: -18.96008 -9.35842 -4.36855  -0.13
C: -17.40666 -9.24157 -4.67271  -0.15
O: -16.84816 -8.64047 -3.51926  0.01
H: -18.87513 -10.22832 -2.32772  0.13
H: -19.79711 -8.60338 -2.46293  0.11
H: -19.46427 -10.22499 -4.81285  0.11
H: -19.43798 -8.42277 -4.75099  0.13
H: -17.06348 -10.27319 -4.81556  0.12
H: -17.24792 -8.58993 -5.56095  0.13
C: -22.25218 -9.16700 4.52551  -0.14
O: -22.75122 -10.46200 4.56694  -0.17
C: -21.94352 -11.42112 3.87417  -0.19
C: -22.18194 -12.77364 4.54016  -0.24
O: -23.42808 -13.35963 4.29447  -0.17
C: -23.68909 -14.43374 5.19187  -0.09
H: -22.06571 -8.77659 3.51055  0.09
H: -21.30092 -9.02504 5.04586  0.08
H: -22.94719 -8.48933 5.01011  0.09
H: -20.88949 -11.13987 3.94212  0.10
H: -22.18031 -11.45210 2.78691  0.14
H: -22.00904 -12.53702 5.61691  0.13
H: -21.32901 -13.47588 4.30924  0.13
H: -23.48075 -14.03961 6.17157  0.08
H: -23.02537 -15.28429 4.96386  0.09
H: -24.72650 -14.73241 5.08380  0.09
C: -17.51407 -12.67775 3.18815  -0.10
O: -17.46309 -13.12528 1.84014  -0.22
C: -18.43241 -14.12432 1.62507  -0.21
C: -18.70328 -14.37717 0.11264  -0.21
O: -19.60135 -13.39651 -0.35699  -0.23
C: -19.78752 -13.52791 -1.85164  -0.06
H: -17.56779 -13.55401 3.78964  0.08
H: -18.36663 -12.00094 3.30036  0.08
H: -16.53556 -12.15231 3.25963  0.10
H: -19.38078 -13.78015 2.12068  0.12
H: -18.19748 -15.07753 2.18488  0.13
H: -19.26771 -15.34356 0.01336  0.13
H: -17.78670 -14.35554 -0.53416  0.13
H: -20.46754 -12.69705 -2.16053  0.09
H: -20.21651 -14.53630 -2.14842  0.10
H: -18.79979 -13.37079 -2.33430  0.07
C: -14.68242 -6.02903 -0.62440  -0.06
O: -14.41075 -6.42613 0.76943  -0.19
C: -15.64170 -6.43408 1.51338  -0.19
C: -15.35430 -6.81082 2.99276  -0.20
O: -14.82766 -5.69761 3.68790  -0.20
C: -14.24799 -5.99998 4.92397  -0.13
H: -14.94450 -4.98169 -0.61414  0.08
H: -15.46166 -6.61601 -1.13023  0.06
H: -13.73422 -6.26077 -1.07485  0.08
H: -16.28130 -7.21812 1.03876  0.11
H: -16.09993 -5.45828 1.46709  0.10
H: -14.62772 -7.66076 3.06372  0.13
H: -16.19056 -7.22645 3.55755  0.10
H: -14.02443 -5.05699 5.44951  0.09
H: -13.28726 -6.46844 4.71950  0.08
H: -14.88999 -6.66232 5.54407  0.09

Atomic forces in eV per Å
C -1.412 0.090 1.241
N 0.522 0.858 0.736
O 1.921 -2.259 -1.167
O -2.408 1.038 0.031
H 0.078 0.064 -0.044
H 0.699 0.073 -0.730
H 0.617 0.242 -0.089
C -0.013 1.396 -0.074
N 1.020 -0.668 -1.005
O -0.479 0.095 0.399
O -0.771 0.406 -0.085
H 0.330 -0.903 0.167
H -0.467 -0.363 0.928
H 0.361 0.224 -0.502
O 0.004 0.177 1.077
C -0.098 0.515 -0.669
C 1.067 -0.899 0.313
C -0.921 -1.393 -0.933
C 0.817 0.798 -0.368
O 0.287 -0.543 0.165
H -0.869 0.577 0.594
H -0.233 0.445 -0.489
H 0.318 1.270 -0.151
H -0.548 -0.431 0.640
H -0.054 0.278 -0.669
H 0.124 -0.545 0.533
O -0.660 -0.210 -1.025
C 2.186 -0.569 0.426
C 0.416 0.087 1.064
C 0.168 1.421 -0.782
C -2.042 -0.393 -0.583
O -0.314 0.392 0.583
H -0.694 0.534 -0.375
H -0.389 -0.712 -0.016
H 0.347 0.224 0.122
H 0.177 -0.839 0.010
H 0.617 0.426 0.007
H 0.217 -0.651 0.661
C 0.492 1.081 -0.391
O 0.231 -0.671 -0.351
C -1.007 -0.143 -0.408
C 1.676 -0.003 0.717
O -0.031 0.276 -0.297
C 0.608 0.390 -0.775
H -0.280 -0.276 -0.034
H 0.219 -0.419 0.220
H -0.327 -0.112 0.016
H 0.160 -0.166 0.287
H -0.142 0.101 0.500
H -0.525 -0.328 -0.255
H -0.697 0.406 -0.243
H -0.117 -0.306 0.802
H -0.168 0.115 0.182
H -0.036 0.058 -0.011
C 1.466 0.700 -1.639
O -0.204 -0.432 -0.595
C -0.951 -0.401 -0.066
C -0.390 -0.391 0.436
O -0.481 0.310 -2.383
C 0.130 0.205 1.327
H -0.088 -0.456 1.105
H 0.062 -0.083 0.429
H -0.973 -0.206 0.770
H 0.311 -0.243 -0.698
H 0.224 0.687 -0.732
H 0.960 0.289 0.129
H -0.438 -0.293 0.806
H 0.454 -0.802 0.393
H 0.431 1.122 0.571
H -0.574 -0.212 0.266
C 0.492 -0.942 1.755
O -1.302 0.216 -0.747
C 0.923 -1.611 0.500
C 0.962 -0.642 -0.101
O -0.588 0.682 -0.497
C 0.172 -0.004 0.068
H 0.062 0.444 -0.336
H 0.025 -0.034 0.464
H 0.292 0.427 -0.629
H 0.032 0.614 0.524
H -0.352 0.399 -0.002
H -0.119 0.553 -0.579
H -0.677 0.299 -0.377
H -0.369 -0.349 -0.172
H 0.216 -0.451 0.320
H 0.311 0.343 -0.206

Properties
- SMILES: C[N+](=O)[O-].C[N+](=O)[O-].O=C1CCCO1.O=C1CCCO1.COCCOC.COCCOC.COCCOC
- Kohn-Sham gap: 9.494 eV
- LUMO: 0.162 eV
- E_HOMO: -9.33 eV

Record 3
A 2-piece molecular cluster, C2H4N2O2 overall at a distorted geometry, computed with ωB97M-V/def2-TZVPD.

Last column: Löwdin charge in e.
CARTESIAN COORDINATES (ANGSTROEM)
C: -0.44386 -0.98139 1.19022  -0.17
C: 1.44628 0.64162 -1.27837  0.03
H: -1.29364 1.30650 0.08646  0.27
H: -0.41881 -1.90511 1.91706  0.15
H: 2.26765 -0.09794 -1.28295  0.10
H: 1.11400 1.36926 -1.99249  0.07
N: -1.71261 -0.69411 1.04369  -0.06
N: 0.45258 0.49330 -0.46114  -0.04
O: -2.19995 0.32527 0.18212  -0.22
O: 0.78836 -0.45740 0.59540  -0.13

Atomic forces in eV per Å
C -1.764 -0.501 0.008
C -2.488 -1.499 1.639
H -3.453 -4.622 0.234
H 1.109 2.064 -1.629
H -0.127 0.961 -0.100
H 0.881 0.242 -0.746
N 2.324 0.843 -0.838
N 2.203 -0.227 0.542
O 4.052 3.166 0.747
O -2.737 -0.426 0.140

Properties
- Kohn-Sham gap: 9.697 eV
- Relative energy (zero: lowest compared OMol25 entry of this formula, charge and spin): 7.883 eV
- LUMO: 0.409 eV
- E_HOMO: -9.29 eV